Computed, not measured: a molecular structure, C41H35ClHfN2Si2 at a distorted geometry, with the ωB97M-V functional and the def2-TZVPD basis.

Results
gap between HOMO and LUMO: 0.16162 Ha
2S+1: 1
E_tot: -75637.8310 eV
largest force on an atom: 3.08 eV Å⁻¹
ΔE to the lowest compared entry with this formula, charge and spin: 0.0 kJ/mol
E_HOMO: -0.446 hartree
total charge: +2

Last column: Mulliken charge in e.
Geometry (Å):
C: -2.123 2.143 4.330  -0.232
C: -0.851 2.410 3.715  -0.755
C: -1.093 2.714 2.326  -0.231
H: 0.100 2.532 4.245  0.608
C: -2.505 2.566 2.077  -0.375
C: -3.135 2.227 3.322  -0.494
H: -4.215 2.205 3.508  0.535
H: -2.307 2.057 5.408  0.508
H: -0.365 3.108 1.614  0.603
H: -3.019 2.819 1.144  0.619
Hf: -1.650 0.468 2.670  0.306
Si: -0.240 0.011 0.236  0.312
C: 1.601 0.149 0.528  0.606
C: 2.419 -0.754 -0.171  -0.707
H: 1.955 -1.479 -0.839  0.231
C: 3.803 -0.743 0.001  -0.657
H: 4.421 -1.458 -0.545  0.539
C: 4.401 0.193 0.850  -0.603
H: 5.486 0.217 0.955  0.426
C: 3.599 1.084 1.569  -0.700
H: 4.064 1.806 2.243  0.423
C: 2.207 1.061 1.419  0.291
H: 1.595 1.740 2.015  0.154
C: -0.740 1.348 -0.975  0.943
C: 0.147 2.359 -1.389  -0.366
H: 1.177 2.367 -1.029  0.478
C: -0.285 3.383 -2.243  -0.718
H: 0.413 4.159 -2.566  0.419
C: -1.610 3.416 -2.689  -0.568
H: -1.947 4.196 -3.376  0.431
C: -2.515 2.445 -2.243  -0.702
H: -3.559 2.476 -2.561  0.452
C: -2.084 1.423 -1.394  -0.683
H: -2.789 0.675 -1.030  0.460
H: -0.589 -1.329 -0.343  -0.251
Si: 2.095 -2.213 -4.672  0.388
C: 1.408 -0.798 -5.666  0.493
C: 2.197 0.107 -6.407  -0.138
H: 3.286 -0.012 -6.447  0.394
C: 1.593 1.177 -7.088  -0.588
H: 2.215 1.915 -7.602  0.385
C: 0.199 1.310 -7.098  -0.466
H: -0.271 2.149 -7.615  0.400
C: -0.592 0.355 -6.448  -0.563
H: -1.682 0.438 -6.465  0.393
C: 0.008 -0.711 -5.767  -0.545
H: -0.613 -1.484 -5.304  0.279
C: 3.867 -1.816 -4.285  0.373
C: 4.095 -0.663 -3.520  -0.204
H: 3.254 -0.025 -3.228  0.549
C: 5.389 -0.338 -3.102  -0.858
H: 5.536 0.537 -2.464  0.428
C: 6.474 -1.140 -3.479  -0.424
H: 7.479 -0.887 -3.138  0.394
C: 6.262 -2.264 -4.287  -0.511
H: 7.111 -2.889 -4.585  0.384
C: 4.962 -2.596 -4.704  -0.419
H: 4.789 -3.463 -5.353  0.357
H: 2.054 -3.397 -5.556  -0.212
Cl: 0.988 -2.733 -3.028  -0.277
C: -5.794 -1.185 2.407  -0.831
C: -4.605 -0.540 2.066  -0.011
N: -3.505 -0.645 2.868  -0.230
C: -3.558 -1.384 4.035  0.412
C: -4.773 -1.991 4.454  0.910
C: -5.888 -1.887 3.603  -0.549
C: -4.809 -2.618 5.744  -0.989
C: -3.702 -2.645 6.556  -1.004
C: -2.461 -2.052 6.154  0.933
C: -1.319 -2.008 6.972  -0.508
C: -0.184 -1.334 6.541  -0.825
C: -0.184 -0.667 5.314  -0.121
N: -1.276 -0.708 4.495  -0.422
C: -2.400 -1.415 4.883  0.258
H: -6.643 -1.107 1.720  0.431
H: -4.470 0.052 1.160  0.466
H: -6.823 -2.351 3.912  0.486
H: -5.755 -3.064 6.065  0.415
H: -3.748 -3.114 7.543  0.413
H: -1.361 -2.493 7.946  0.481
H: 0.721 -1.299 7.154  0.416
H: 0.667 -0.099 4.932  0.556